(1)
Density functional theory data (ωB97M-V with the def2-TZVPD basis set) for 13 unconnected molecules or ions with the total composition C13H52N26O13 at a distorted geometry.

Computed properties:
- LUMO (eV) = 0.49
- total energy (Ha) = -2928.9725

Each atom is followed by the atoms it is bonded to, with distances in Å.
CARTESIAN COORDINATES (ANGSTROEM)
1 C 4.08 -2.86 -0.70  O2 1.240, N3 1.381, N4 1.390
2 O 3.64 -3.87 -0.14  C1 1.240
3 N 3.72 -2.37 -1.94  C1 1.381, H5 1.022, H6 0.987
4 N 5.06 -2.15 -0.02  C1 1.390, H7 1.003, H8 1.007
5 H 3.88 -1.38 -2.12  N3 1.022
6 H 2.80 -2.59 -2.21  N3 0.987
7 H 5.12 -2.46 0.93  N4 1.003
8 H 5.29 -1.20 -0.26  N4 1.007
9 C -1.95 0.14 4.78  O10 1.251, N11 1.374, N12 1.394
10 O -1.03 0.97 4.94  C9 1.251
11 N -3.03 0.08 5.63  C9 1.374, H13 0.997, H14 1.019
12 N -1.98 -0.84 3.79  C9 1.394, H15 1.062, H16 1.029
13 H -3.21 0.91 6.16  N11 0.997
14 H -3.89 -0.34 5.30  N11 1.019
15 H -1.15 -1.01 3.15  N12 1.062
16 H -2.79 -1.46 3.73  N12 1.029
17 C 0.33 -1.55 -4.43  O18 1.233, N19 1.349, N20 1.375
18 O 0.37 -2.54 -3.69  C17 1.233
19 N -0.25 -1.68 -5.64  C17 1.349, H21 1.011, H22 1.019
20 N 0.94 -0.35 -4.14  C17 1.375, H23 1.002, H24 1.005
21 H -0.59 -2.61 -5.84  N19 1.011
22 H -0.85 -1.01 -6.12  N19 1.019
23 H 0.83 0.48 -4.68  N20 1.002
24 H 1.51 -0.19 -3.33  N20 1.005
25 C 4.81 1.61 1.59  O26 1.258, N27 1.358, N28 1.424
26 O 5.14 1.12 0.47  C25 1.258
27 N 4.69 2.95 1.77  C25 1.358, H29 0.982, H30 0.998
28 N 4.52 0.87 2.76  C25 1.424, H31 0.985, H32 1.023
29 H 4.88 3.59 1.05  N27 0.982
30 H 4.43 3.33 2.66  N27 0.998
31 H 4.81 -0.07 2.79  N28 0.985
32 H 4.63 1.34 3.67  N28 1.023
33 C 1.94 2.02 -1.63  O34 1.261, N35 1.367, N36 1.398
34 O 2.25 0.92 -2.16  C33 1.261
35 N 0.63 2.42 -1.58  C33 1.367, H37 0.996, H38 0.988
36 N 2.85 2.78 -0.88  C33 1.398, H39 1.027, H40 1.027
37 H 0.03 1.99 -2.25  N35 0.996
38 H 0.44 3.32 -1.22  N35 0.988
39 H 2.47 3.59 -0.38  N36 1.027
40 H 3.86 2.62 -0.84  N36 1.027
41 C 0.44 4.32 1.65  O42 1.252, N43 1.363, N44 1.359
42 O 1.03 4.39 0.54  C41 1.252
43 N -0.85 3.88 1.65  C41 1.363, H45 1.033, H46 0.918
44 N 0.98 4.73 2.82  C41 1.359, H47 1.008, H48 1.016
45 H -1.24 3.69 0.71  N43 1.033
46 H -1.40 4.04 2.37  N43 0.918
47 H 0.70 4.46 3.75  N44 1.008
48 H 1.86 5.24 2.77  N44 1.016
49 C 0.37 -4.10 -0.75  O50 1.259, N51 1.301, N52 1.384
50 O -0.76 -3.57 -0.85  C49 1.259
51 N 0.97 -4.45 0.35  C49 1.301, H53 0.986, H54 1.014
52 N 1.08 -4.47 -1.88  C49 1.384, H55 1.017, H56 1.039
53 H 0.54 -4.07 1.15  N51 0.986
54 H 1.98 -4.58 0.42  N51 1.014
55 H 0.93 -4.00 -2.77  N52 1.017
56 H 2.03 -4.88 -1.76  N52 1.039
57 C -3.37 -1.59 0.80  O58 1.235, N59 1.366, N60 1.318
58 O -4.28 -0.87 1.24  C57 1.235
59 N -3.60 -2.91 0.54  C57 1.366, H61 1.069, H62 1.037
60 N -2.10 -1.24 0.69  C57 1.318, H63 0.990, H64 0.999
61 H -4.60 -2.94 0.16  N59 1.069
62 H -2.92 -3.44 -0.03  N59 1.037
63 H -1.49 -1.77 0.12  N60 0.990
64 H -1.95 -0.26 0.80  N60 0.999
65 C -3.30 2.37 -0.52  O66 1.232, N67 1.357, N68 1.374
66 O -2.12 2.03 -0.42  C65 1.232
67 N -4.15 1.96 0.46  C65 1.357, H69 1.021, H70 0.988
68 N -3.71 3.28 -1.47  C65 1.374, H71 1.028, H72 0.983
69 H -3.99 0.99 0.70  N67 1.021
70 H -5.11 2.13 0.29  N67 0.988
71 H -3.11 3.34 -2.30  N68 1.028
72 H -4.66 3.55 -1.56  N68 0.983
73 C -2.06 0.89 -3.78  O74 1.227, N75 1.348, N76 1.347
74 O -1.73 2.06 -3.65  C73 1.227
75 N -2.43 0.47 -5.00  C73 1.348, H77 1.010, H78 1.006
76 N -2.09 -0.01 -2.77  C73 1.347, H79 1.036, H80 1.014
77 H -2.74 -0.49 -5.10  N75 1.010
78 H -2.71 1.16 -5.67  N75 1.006
79 H -2.77 -0.78 -2.90  N76 1.036
80 H -1.98 0.39 -1.85  N76 1.014
81 C 2.12 2.53 4.64  O82 1.243, N83 1.373, N84 1.311
82 O 3.21 3.07 4.37  C81 1.243
83 N 1.21 3.09 5.50  C81 1.373, H85 1.008, H86 1.002
84 N 1.75 1.42 4.04  C81 1.311, H87 1.041, H88 1.023
85 H 1.45 3.88 6.07  N83 1.008
86 H 0.29 2.70 5.60  N83 1.002
87 H 0.75 1.16 3.95  N84 1.041
88 H 2.27 1.24 3.18  N84 1.023
89 C 1.00 -0.66 1.59  O90 1.235, N91 1.407, N92 1.363
90 O 0.39 -1.43 2.33  C89 1.235
91 N 0.53 0.60 1.18  C89 1.407, H93 1.003, H94 1.029
92 N 2.20 -1.04 1.07  C89 1.363, H95 1.004, H96 0.987
93 H 0.98 1.01 0.38  N91 1.003
94 H -0.36 0.99 1.54  N91 1.029
95 H 2.55 -0.56 0.26  N92 1.004
96 H 2.39 -2.01 0.99  N92 0.987
97 C -3.53 -3.37 -3.40  O98 1.226, N99 1.282, N100 1.365
98 O -3.85 -2.53 -4.23  C97 1.226
99 N -2.32 -3.72 -3.17  C97 1.282, H101 1.004, H102 1.038
100 N -4.48 -3.89 -2.57  C97 1.365, H103 0.993, H104 1.030
101 H -2.01 -4.07 -2.28  N99 1.004
102 H -1.61 -3.34 -3.83  N99 1.038
103 H -5.35 -3.63 -2.96  N100 0.993
104 H -4.48 -4.87 -2.24  N100 1.030

(2)
Density functional theory data (ωB97M-V with the def2-TZVPD basis set) for 3 unconnected molecules or ions with the total composition C5H15NO2 at a distorted geometry.

Computed properties:
- expectation value of S² = 0.750
- LUMO (alpha / beta) (eV) = 3.71 / 3.54
- total energy (Ha) = -404.6417
- charge = -1
- spin multiplicity = 2

Each atom is followed by the atoms it is bonded to, with distances in Å.
CARTESIAN COORDINATES (ANGSTROEM)
1 C -0.98 0.87 1.31  N2 1.465, H7 1.103, H8 1.097, H9 1.085
2 N -1.65 -0.15 0.51  C1 1.465, C3 1.477, H10 1.019
3 C -0.67 -0.83 -0.36  N2 1.477, C4 1.518, H11 1.093, H12 1.092
4 C -0.44 -0.08 -1.66  C3 1.518, C5 1.503, H13 1.094, H14 1.099
5 C 0.65 -0.62 -2.54  C4 1.503, C6 1.323, H15 1.085
6 C 1.25 0.02 -3.53  C5 1.323, H16 1.082, H17 1.086
7 H -1.66 1.51 1.91  C1 1.103
8 H -0.42 1.66 0.78  C1 1.097
9 H -0.39 0.37 2.07  C1 1.085
10 H -2.32 0.32 -0.10  N2 1.019
11 H -1.04 -1.85 -0.52  C3 1.093
12 H 0.27 -1.01 0.17  C3 1.092
13 H -0.35 1.00 -1.50  C4 1.094
14 H -1.39 -0.09 -2.21  C4 1.099
15 H 0.90 -1.67 -2.40  C5 1.085
16 H 1.05 1.02 -3.89  C6 1.082
17 H 2.09 -0.44 -4.04  C6 1.086
18 H -1.88 -1.06 3.30  O20 0.984
19 H -0.82 -2.10 3.14  O20 0.951
20 O -1.02 -1.35 3.69  H18 0.984, H19 0.951
21 H 3.19 1.55 1.21  O23 0.955
22 H 2.97 1.19 2.70  O23 0.972
23 O 2.64 1.74 1.97  H21 0.955, H22 0.972

(3)
Density functional theory data (ωB97M-V with the def2-TZVPD basis set) for 15 unconnected molecules or ions with the total composition C3H36O15 at a distorted geometry.

Computed properties:
- LUMO (eV) = 0.13
- total energy (Ha) = -1264.5081

Each atom is followed by the atoms it is bonded to, with distances in Å.
CARTESIAN COORDINATES (ANGSTROEM)
1 C 0.21 -1.18 -0.41  O2 1.461, C3 1.526, H5 1.091, H6 1.092
2 O -1.11 -0.95 -1.00  C1 1.461, H7 0.965
3 C 1.08 -1.54 -1.61  C1 1.526, C4 1.522, H8 1.101, H9 1.096
4 C 0.82 -2.98 -2.04  C3 1.522, H10 1.079, H11 1.102, H12 1.089
5 H 0.41 -0.24 0.10  C1 1.091
6 H 0.08 -2.02 0.27  C1 1.092
7 H -1.68 -0.53 -0.34  O2 0.965
8 H 0.83 -0.80 -2.39  C3 1.101
9 H 2.16 -1.49 -1.44  C3 1.096
10 H -0.17 -3.09 -2.43  C4 1.079
11 H 1.46 -3.39 -2.84  C4 1.102
12 H 0.93 -3.67 -1.21  C4 1.089
13 H 2.53 -1.35 2.77  O15 0.972
14 H 3.74 -2.21 2.68  O15 0.966
15 O 2.84 -2.17 2.34  H13 0.972, H14 0.966
16 H -1.52 0.12 -2.66  O18 0.971
17 H -2.90 -0.37 -3.21  O18 0.967
18 O -2.29 0.38 -3.18  H16 0.971, H17 0.967
19 H 1.55 2.50 1.47  O21 0.996
20 H 1.09 2.41 2.87  O21 0.969
21 O 0.72 2.31 1.98  H19 0.996, H20 0.969
22 H -0.88 1.94 2.00  O24 0.989
23 H -1.87 0.75 2.08  O24 0.968
24 O -1.79 1.66 1.74  H22 0.989, H23 0.968
25 H -1.39 1.47 -0.81  O27 0.966
26 H -0.97 2.55 0.08  O27 0.975
27 O -0.89 2.30 -0.86  H25 0.966, H26 0.975
28 H -3.92 -0.31 0.54  O30 0.972
29 H -4.62 -1.64 0.46  O30 0.965
30 O -3.73 -1.27 0.54  H28 0.972, H29 0.965
31 H -3.10 -2.42 -1.62  O33 0.967
32 H -2.31 -2.15 -2.84  O33 0.965
33 O -3.20 -2.41 -2.58  H31 0.967, H32 0.965
34 H 3.94 1.54 1.21  O36 0.961
35 H 2.58 0.85 1.48  O36 0.959
36 O 3.52 0.81 1.66  H34 0.961, H35 0.959
37 H -2.61 -1.40 2.06  O39 0.970
38 H -2.23 -1.56 3.56  O39 0.962
39 O -1.86 -1.38 2.69  H37 0.970, H38 0.962
40 H -3.31 1.01 -1.87  O42 0.994
41 H -4.22 1.70 -1.03  O42 0.970
42 O -3.60 0.97 -0.92  H40 0.994, H41 0.970
43 H 2.34 3.30 -0.52  O45 0.993
44 H 2.49 4.17 0.74  O45 0.965
45 O 2.59 3.25 0.44  H43 0.993, H44 0.965
46 H 0.33 0.24 2.16  O48 0.963
47 H 0.16 -1.22 2.63  O48 0.969
48 O 0.75 -0.45 2.69  H46 0.963, H47 0.969
49 H 1.25 2.52 -2.28  O51 0.962
50 H 2.73 2.25 -2.35  O51 0.963
51 O 2.10 2.94 -2.12  H49 0.962, H50 0.963
52 H 3.71 -2.32 -0.21  O54 0.959
53 H 4.08 -0.90 0.27  O54 0.952
54 O 4.18 -1.52 -0.44  H52 0.959, H53 0.952

> total energy of number 2 (C5H15NO2)?

-404.6417 Ha

> The highest total energy belongs to which entry?

C5H15NO2

> What is the total energy in the first record?

-2928.9725 Ha

> Which value of total energy does entry 2 give?

-404.6417 Ha